(1)
The following is a quantum chemistry calculation of C16H21N3O3ReS as an isolated structure in a non-equilibrium geometry, from the OMol25 dataset.

Structure (XYZ):
```
45
Properties=species:S:1:pos:R:3
N 0.566 1.795 -0.172
C 0.674 2.943 -0.029
C 0.708 4.373 0.098
H -0.316 4.766 0.045
H 1.291 4.814 -0.718
H 1.173 4.650 1.053
N 2.109 -1.122 -0.328
C 3.029 -1.781 -0.601
C 4.182 -2.631 -0.617
H 4.883 -2.244 -1.355
H 3.887 -3.640 -0.913
H 4.656 -2.654 0.370
N -1.067 -1.586 -0.209
C -2.162 -1.958 -0.052
C -3.541 -2.329 0.090
H -3.655 -3.123 0.846
H -3.947 -2.702 -0.863
H -4.109 -1.432 0.386
Re 0.675 -0.315 0.711
C 0.686 -1.960 1.692
O 0.662 -3.038 2.155
C 2.024 0.474 1.779
O 2.921 0.976 2.342
C 0.987 1.085 -2.827
C -0.404 1.155 -2.677
C -1.164 -0.018 -2.671
C -0.530 -1.256 -2.817
C 0.860 -1.329 -2.927
C 1.621 -0.155 -2.930
H 1.582 2.005 -2.868
H -0.902 2.126 -2.584
H -2.253 0.037 -2.562
H -1.123 -2.176 -2.851
H 1.349 -2.302 -3.052
H 2.707 -0.202 -3.067
C -1.608 2.206 2.876
S -1.435 0.729 1.812
C -1.815 -0.430 3.124
O -2.577 0.766 0.851
H -0.957 2.083 3.747
H -2.660 2.257 3.212
H -1.348 3.118 2.328
H -2.580 0.027 3.769
H -2.156 -1.368 2.681
H -0.924 -0.634 3.724
```

Relative energy (zero: lowest compared OMol25 entry of this formula, charge and spin): 0.000 eV
Charge: +4
Multiplicity: 4
<S²>: 3.7918
E_HOMO (spin up / spin down): -0.835 / -0.833 Eh
Orbital gap (spin up / spin down): 8.5 / 5.6 eV

=====

(2)
The following is a quantum chemistry calculation of one molecule with the formula C16H21NO2S2 in a non-equilibrium geometry, from the OMol25 dataset.

Structure (XYZ):
```
42
Properties=species:S:1:pos:R:3
C 1.558 2.353 -1.291
C 0.241 1.647 -1.605
C -0.379 2.225 -2.867
C -0.706 1.761 -0.417
S 0.733 -0.136 -1.845
C -0.446 -0.868 -3.026
C -1.833 -1.161 -2.461
N -1.782 -2.082 -1.354
S -2.582 -1.710 0.064
O -3.176 -2.925 0.542
O -3.425 -0.566 -0.157
C -1.272 -1.223 1.175
C -1.624 -0.398 2.251
C -0.657 0.030 3.117
C 0.694 -0.338 2.925
C 1.721 0.114 3.781
C 3.021 -0.244 3.560
C 3.358 -1.067 2.473
C 2.387 -1.526 1.628
C 1.035 -1.178 1.831
C 0.012 -1.624 0.967
H 2.234 2.294 -2.140
H 2.041 1.883 -0.437
H 1.376 3.400 -1.056
H -0.498 3.301 -2.744
H -1.362 1.801 -3.060
H 0.263 2.053 -3.729
H -0.219 1.395 0.484
H -0.976 2.805 -0.264
H -1.620 1.191 -0.563
H 0.041 -1.799 -3.319
H -0.519 -0.221 -3.899
H -2.465 -1.544 -3.273
H -2.299 -0.251 -2.078
H -1.851 -3.059 -1.582
H -2.658 -0.112 2.358
H -0.909 0.666 3.953
H 1.459 0.751 4.613
H 3.802 0.107 4.219
H 4.392 -1.333 2.312
H 2.636 -2.152 0.785
H 0.256 -2.259 0.130
```

Relative energy (zero: lowest compared OMol25 entry of this formula, charge and spin): 0.000 eV
Multiplicity: 1
E_HOMO: -0.306 Eh
Orbital gap: 8.6 eV
SMILES string: CC(C)(C)SCCNS(=O)(=O)c1ccc2ccccc2c1